# 1
Density functional theory data (the ωB97M-V functional and the def2-TZVPD basis) for a molecular structure, C11H30MoN2O2P3S3.

Cartesian coordinates (Å):
Mo -0.172 0.102 0.118
C 2.671 -2.533 4.118
C 2.901 -1.983 2.740
O 3.055 -0.518 2.843
P 2.182 0.480 2.035
S 2.345 0.208 0.050
S 0.210 0.321 2.469
O 2.660 1.885 2.504
C 4.102 2.233 2.539
C 4.299 3.552 1.851
H 2.606 -3.620 4.063
H 1.741 -2.156 4.543
H 3.494 -2.272 4.782
H 2.071 -2.196 2.064
H 3.825 -2.337 2.289
H 4.664 1.430 2.062
H 4.359 2.263 3.594
H 4.070 3.484 0.787
H 5.344 3.848 1.949
H 3.685 4.327 2.308
C -3.713 -0.821 -0.848
P -2.678 0.351 0.065
C -3.360 0.340 1.753
C -3.091 2.004 -0.602
C -2.153 3.055 -0.001
P -0.401 2.556 -0.198
C 0.551 3.744 0.766
C 0.001 2.900 -1.941
H -4.762 -0.544 -0.734
H -3.565 -1.829 -0.462
H -3.464 -0.804 -1.910
H -4.396 0.683 1.740
H -2.781 0.980 2.418
H -3.329 -0.676 2.147
H -4.138 2.227 -0.391
H -2.985 1.963 -1.689
H -2.334 3.165 1.071
H -2.302 4.037 -0.453
H 0.231 4.754 0.504
H 1.613 3.631 0.552
H 0.397 3.571 1.830
H -0.374 3.881 -2.237
H -0.426 2.157 -2.617
H 1.085 2.880 -2.058
N 1.664 -2.703 -1.911
C 0.361 -2.738 -1.692
N -0.463 -3.035 -2.691
S -0.260 -2.435 -0.090
H 2.085 -2.955 -2.793
H 2.272 -2.469 -1.140
H -0.128 -3.360 -3.586
H -1.429 -3.211 -2.466

Expectation value of S²: 3.78
Energy above the lowest of the compared OMol25 structures with the same formula, charge and spin: 9.89 kcal per mole
Charge: +2
2S+1: 4
Energy: -81188.3530 eV
E_HOMO (alpha / beta): -14.196 / -14.896 eV
Maximum force: 0.65 eV/Å
Gap between HOMO and LUMO (alpha / beta): 7.15 / 8.12 eV

# 2
Density functional theory data (the ωB97M-V functional and the def2-TZVPD basis) for 2 unconnected molecules or ions with the total composition C2H5FO.

Cartesian coordinates (Å):
C -0.552 -0.155 0.002
C 1.001 -0.064 -0.254
O 1.340 -1.351 -0.610
F 3.028 -1.130 -0.741
H -0.890 0.227 0.976
H -1.136 0.217 -0.813
H -0.820 -1.148 0.045
H 1.424 0.350 0.763
H 1.120 0.771 -1.105

Energy above the lowest of the compared OMol25 structures with the same formula, charge and spin: 103.77 kcal per mole
Energy: -6915.1104 eV
E_HOMO: -11.371 eV
Maximum force: 4.28 eV/Å
Gap between HOMO and LUMO: 9.48 eV